{"formula": "C6H26NO8", "method": "ωB97M-V with the def2-TZVPD basis set", "symbols": ["C", "N", "C", "C", "C", "C", "C", "O", "H", "H", "H", "H", "H", "H", "H", "H", "H", "H", "H", "H", "H", "H", "O", "H", "H", "O", "H", "H", "O", "H", "H", "O", "H", "H", "O", "H", "H", "O", "H", "H", "O"], "xyz": [[-0.749, 0.245, 1.310], [-0.372, -0.840, 0.413], [-0.485, -2.199, 0.908], [0.774, -2.958, 0.561], [1.507, -2.106, -0.454], [1.042, -0.653, -0.102], [0.878, 0.317, -1.194], [1.572, 1.501, -0.919], [-1.853, 0.348, 1.448], [-0.481, 1.269, 0.797], [-0.382, 0.426, 2.217], [-0.814, -2.221, 1.914], [-1.408, -2.625, 0.565], [0.320, -3.927, 0.368], [1.591, -3.102, 1.431], [2.618, -2.162, -0.317], [1.449, -2.395, -1.471], [1.736, -0.167, 0.720], [0.063, 0.581, -1.692], [1.440, 0.014, -2.170], [-2.089, 0.306, -2.503], [-1.430, -0.656, -1.461], [-1.888, -0.668, -2.207], [-0.258, -2.306, -4.137], [-1.434, -1.838, -3.140], [-0.727, -2.705, -3.391], [1.041, 0.640, 3.984], [0.949, 1.694, 2.598], [0.472, 1.193, 3.484], [1.042, 2.565, -1.701], [0.832, 2.935, -3.132], [0.542, 3.264, -2.248], [-1.484, 2.075, -0.960], [-0.961, 2.682, -2.158], [-1.741, 2.158, -1.938], [1.575, 1.752, 0.590], [2.579, 2.539, 1.708], [1.613, 2.301, 1.588], [-1.291, 0.093, 3.881], [-2.651, -0.573, 3.754], [-1.831, -0.537, 4.358]], "mulliken_charge": [-1.72, -0.04, -0.97, -0.37, -1.07, 0.85, -0.62, -0.95, 0.36, -0.01, 1.18, 0.42, 0.46, 0.33, 0.21, 0.36, 0.42, 0.35, 0.25, 0.10, 0.38, 0.42, -0.76, 0.27, 0.38, -0.73, 0.24, 0.38, -0.85, 0.39, 0.33, -0.87, 0.29, 0.49, -0.84, 0.35, 0.32, -0.69, 0.36, 0.31, -0.68], "multiplicity": 1, "total_energy_ev": -24511.822, "lumo_energy_ev": 3.221, "orbital_gap_ev": 8.07, "charge": -1}

{"formula": "C35H46AsINPTa", "method": "ωB97M-V with the def2-TZVPD basis set", "symbols": ["Ta", "I", "C", "C", "C", "C", "C", "C", "C", "C", "C", "C", "H", "H", "H", "H", "H", "H", "C", "C", "C", "P", "C", "C", "C", "C", "C", "C", "C", "C", "C", "C", "N", "C", "C", "C", "C", "C", "C", "C", "C", "C", "H", "H", "H", "H", "H", "H", "H", "H", "H", "H", "H", "H", "H", "H", "H", "H", "H", "H", "H", "H", "H", "H", "H", "H", "H", "H", "H", "H", "H", "H", "H", "C", "As", "C", "C", "H", "H", "H", "H", "H", "H", "H", "H", "H"], "xyz": [[1.145, -0.143, -0.406], [3.541, 0.773, -1.739], [4.471, -0.597, -0.363], [5.792, -0.420, -0.070], [6.440, -1.375, 0.741], [5.758, -2.472, 1.192], [4.386, -2.648, 0.881], [3.680, -3.811, 1.278], [2.365, -4.015, 0.940], [1.676, -3.024, 0.231], [2.293, -1.822, -0.136], [3.695, -1.676, 0.118], [6.356, 0.416, -0.465], [7.488, -1.243, 0.970], [6.267, -3.223, 1.782], [4.220, -4.568, 1.835], [1.867, -4.935, 1.213], [0.641, -3.195, -0.042], [-3.413, 1.204, -1.593], [-2.184, 2.032, -1.950], [-1.657, 1.740, -3.352], [-0.870, 2.036, -0.611], [-0.997, 3.821, -0.132], [-2.402, 4.324, 0.234], [0.047, 4.376, 0.825], [-1.458, 0.945, 0.745], [-2.056, 1.352, 1.921], [-2.221, 0.474, 3.002], [-2.957, 0.897, 4.232], [-1.665, -0.809, 2.925], [-1.057, -1.262, 1.778], [-0.996, -0.407, 0.656], [-0.570, -0.921, -0.622], [-1.299, -1.588, -1.652], [-0.690, -1.470, -2.898], [0.573, -0.674, -2.957], [-1.260, -2.059, -4.012], [-2.451, -2.773, -3.889], [-3.088, -3.438, -5.072], [-3.042, -2.856, -2.628], [-2.504, -2.275, -1.486], [-3.227, -2.404, -0.173], [-4.188, 1.382, -2.339], [-3.820, 1.473, -0.616], [-3.197, 0.135, -1.597], [-2.483, 3.081, -1.937], [-1.568, 0.670, -3.528], [-2.364, 2.124, -4.087], [-0.697, 2.223, -3.550], [-0.757, 4.233, -1.125], [-2.591, 4.268, 1.305], [-3.210, 3.801, -0.275], [-2.476, 5.376, -0.039], [-0.211, 4.177, 1.863], [0.087, 5.461, 0.725], [1.046, 3.996, 0.622], [-2.413, 2.368, 2.022], [-3.113, 1.973, 4.266], [-2.431, 0.581, 5.133], [-3.937, 0.414, 4.254], [-1.746, -1.468, 3.782], [-0.689, -2.277, 1.706], [0.405, 0.372, -2.606], [1.005, -0.560, -3.952], [1.366, -1.209, -2.398], [-0.786, -1.960, -4.981], [-2.597, -3.161, -6.002], [-4.143, -3.173, -5.144], [-3.033, -4.523, -4.970], [-3.975, -3.399, -2.531], [-4.200, -2.862, -0.333], [-3.397, -1.436, 0.303], [-2.683, -3.038, 0.530], [3.248, 2.602, 1.511], [2.073, 1.104, 1.875], [3.177, -0.072, 2.950], [0.917, 1.727, 3.301], [3.398, 3.138, 2.448], [2.816, 3.270, 0.773], [4.206, 2.234, 1.149], [3.466, 0.491, 3.837], [2.597, -0.945, 3.245], [4.073, -0.387, 2.424], [1.573, 2.191, 4.038], [0.415, 0.876, 3.758], [0.196, 2.441, 2.943]], "mulliken_charge": [-1.69, 0.19, 0.08, -0.55, -0.75, -0.93, 0.85, -0.74, -1.43, -1.12, 2.35, -0.14, 0.53, 0.45, 0.49, 0.48, 0.51, 0.64, -1.42, 0.39, -1.69, 1.10, 0.11, -1.74, -1.24, 0.79, -0.21, 0.62, -1.85, -1.12, -0.38, -1.02, 1.27, 0.74, 0.56, -1.44, -0.73, 0.22, -1.55, -0.90, 0.42, -1.02, 0.57, 0.30, 0.10, 0.87, 0.39, 0.51, 0.34, 0.57, 0.46, 0.37, 0.43, 0.24, 0.53, -0.02, 0.18, 0.42, 0.42, 0.37, 0.46, 0.69, 0.17, 0.53, 0.67, 0.50, 0.39, 0.40, 0.35, 0.54, 0.53, 0.14, 0.33, -1.21, 1.02, -1.20, -1.00, 0.50, 0.35, 0.38, 0.57, 0.43, 0.24, 0.62, 0.37, 0.04], "multiplicity": 1, "total_energy_ev": -118286.159, "lumo_energy_ev": -10.170, "orbital_gap_ev": 5.98, "charge": 3}

{"formula": "C38H35BrCrN4O2PS4", "method": "ωB97M-V with the def2-TZVPD basis set", "symbols": ["Cr", "S", "C", "C", "C", "C", "C", "C", "N", "C", "C", "C", "C", "C", "C", "C", "C", "N", "C", "C", "C", "C", "C", "S", "C", "H", "H", "H", "H", "H", "H", "H", "H", "H", "H", "H", "H", "Br", "C", "C", "C", "C", "C", "C", "N", "C", "C", "C", "C", "C", "C", "N", "H", "H", "H", "H", "H", "H", "H", "H", "H", "C", "C", "C", "O", "P", "S", "S", "O", "C", "C", "C", "H", "H", "H", "H", "H", "H", "H", "H", "H", "H", "H", "H", "H", "H"], "xyz": [[0.758, -0.172, -0.307], [1.895, 0.704, 6.696], [2.881, 2.060, 7.015], [3.269, 2.690, 5.874], [2.760, 2.065, 4.713], [1.988, 0.964, 4.983], [1.323, 0.073, 4.042], [1.344, 0.359, 2.665], [0.785, -0.409, 1.746], [0.170, -1.551, 2.147], [0.071, -1.921, 3.496], [-0.583, -3.151, 3.825], [-1.077, -3.960, 2.860], [-0.948, -3.621, 1.476], [-1.409, -4.437, 0.435], [-1.185, -4.075, -0.883], [-0.483, -2.876, -1.114], [-0.102, -2.049, -0.158], [-0.322, -2.415, 1.130], [-1.663, -4.876, -2.001], [-2.220, -6.128, -1.973], [-2.640, -6.581, -3.242], [-2.401, -5.669, -4.225], [-1.671, -4.250, -3.621], [0.656, -1.074, 4.445], [3.119, 2.317, 8.034], [3.896, 3.569, 5.860], [2.964, 2.418, 3.712], [1.824, 1.256, 2.299], [-0.661, -3.427, 4.869], [-1.564, -4.892, 3.117], [-1.933, -5.353, 0.673], [-0.214, -2.601, -2.123], [-2.308, -6.727, -1.077], [-3.104, -7.539, -3.421], [-2.622, -5.741, -5.277], [0.601, -1.335, 5.495], [-4.119, -0.946, -5.994], [-2.610, -0.701, -4.876], [-1.335, -0.788, -5.410], [-0.229, -0.641, -4.593], [-0.372, -0.392, -3.221], [-1.677, -0.322, -2.710], [-2.784, -0.476, -3.521], [0.707, -0.273, -2.349], [1.966, -0.180, -2.801], [3.009, -0.416, -1.896], [4.375, -0.257, -2.211], [5.324, -0.490, -1.254], [4.920, -0.908, 0.030], [3.581, -1.041, 0.288], [2.629, -0.799, -0.629], [-1.210, -0.983, -6.466], [0.751, -0.747, -5.035], [-1.821, -0.142, -1.653], [-3.781, -0.426, -3.102], [2.187, 0.094, -3.825], [4.642, 0.066, -3.208], [6.374, -0.357, -1.476], [5.645, -1.115, 0.803], [3.236, -1.363, 1.263], [-0.519, 6.066, -1.077], [0.125, 5.174, -0.031], [0.035, 5.787, 1.352], [-0.549, 3.879, 0.064], [-0.102, 2.622, -0.806], [-0.349, 2.824, -2.729], [1.736, 2.041, -0.168], [-1.003, 1.420, -0.111], [-2.429, 1.521, 0.264], [-3.263, 2.250, -0.773], [-2.548, 2.118, 1.655], [0.012, 7.018, -1.105], [-1.564, 6.253, -0.824], [-0.473, 5.617, -2.064], [1.172, 4.986, -0.288], [-1.004, 6.009, 1.596], [0.608, 6.713, 1.374], [0.437, 5.109, 2.106], [-2.739, 0.474, 0.302], [-2.974, 3.297, -0.840], [-4.312, 2.198, -0.477], [-3.152, 1.800, -1.758], [-2.294, 3.174, 1.642], [-1.881, 1.603, 2.348], [-3.573, 2.007, 2.009]], "mulliken_charge": [-0.51, -0.21, -0.31, -0.65, -0.36, 0.31, 0.79, -0.70, 1.39, -0.62, 0.60, -1.27, -1.20, 0.72, -0.80, 0.42, -0.76, 0.81, -0.51, 0.37, -0.64, -0.66, -0.39, 0.15, -0.76, 0.46, 0.40, 0.46, -0.13, 0.48, 0.48, 0.43, 1.01, 0.37, 0.41, 0.44, 0.49, -0.18, -0.27, -0.91, -0.62, -0.79, 1.05, -0.91, 2.12, -0.90, 0.59, -1.24, -0.33, -1.13, -0.24, 0.60, 0.45, 0.37, 0.31, 0.54, 0.27, 0.49, 0.45, 0.45, 0.53, -1.32, 0.53, -1.50, 0.16, 0.66, -0.49, -0.46, -0.22, 0.30, -1.25, -1.25, 0.45, 0.29, 0.28, 0.36, 0.32, 0.46, 0.31, 0.45, 0.22, 0.48, 0.15, 0.20, 0.19, 0.47], "multiplicity": 5, "s_squared": 6.06, "total_energy_ev": -201123.682, "lumo_energy_ev": [-3.739, -3.901], "orbital_gap_ev": [4.84, 6.33], "charge": 1}

{"formula": "C26H69N3O10", "method": "ωB97M-V with the def2-TZVPD basis set", "symbols": ["C", "C", "O", "H", "H", "H", "H", "H", "H", "C", "C", "O", "H", "H", "H", "H", "H", "H", "C", "C", "O", "H", "H", "H", "H", "H", "H", "C", "C", "O", "H", "H", "H", "H", "H", "H", "C", "O", "C", "C", "N", "C", "C", "O", "C", "H", "H", "H", "H", "H", "H", "H", "H", "H", "H", "H", "H", "H", "H", "H", "C", "O", "C", "C", "N", "C", "C", "O", "C", "H", "H", "H", "H", "H", "H", "H", "H", "H", "H", "H", "H", "H", "H", "H", "C", "O", "C", "C", "N", "C", "C", "O", "C", "H", "H", "H", "H", "H", "H", "H", "H", "H", "H", "H", "H", "H", "H", "H"], "xyz": [[16.841, -15.054, -2.571], [17.414, -14.343, -1.429], [16.522, -14.645, -0.339], [16.990, -16.132, -2.640], [17.316, -14.620, -3.450], [15.783, -14.795, -2.629], [17.323, -13.281, -1.659], [18.472, -14.518, -1.237], [16.938, -14.295, 0.452], [22.688, -11.363, -9.728], [22.282, -12.740, -9.197], [23.393, -13.499, -8.861], [23.434, -11.315, -10.522], [23.071, -10.819, -8.865], [21.842, -10.799, -10.120], [21.563, -13.309, -9.786], [21.775, -12.596, -8.243], [23.601, -13.182, -7.979], [20.448, -20.093, -7.550], [20.153, -21.595, -7.598], [20.661, -22.114, -8.805], [19.592, -19.623, -8.036], [21.303, -19.778, -8.148], [20.522, -19.568, -6.598], [19.155, -22.022, -7.500], [20.662, -22.042, -6.745], [21.569, -21.821, -8.914], [24.692, -14.306, -0.161], [25.596, -13.978, -1.330], [24.720, -13.607, -2.418], [23.868, -14.955, -0.457], [24.437, -13.373, 0.342], [25.239, -14.957, 0.522], [26.178, -14.805, -1.737], [26.294, -13.156, -1.165], [24.290, -12.806, -2.109], [18.270, -15.821, 3.986], [18.300, -16.869, 2.967], [18.415, -18.198, 3.585], [18.350, -19.105, 2.372], [16.974, -19.259, 1.849], [17.025, -20.233, 0.716], [15.625, -20.187, 0.042], [15.538, -20.996, -1.082], [14.335, -20.916, -1.786], [19.168, -15.757, 4.601], [17.413, -15.683, 4.646], [18.356, -14.885, 3.435], [17.699, -18.392, 4.383], [19.438, -18.193, 3.963], [18.776, -20.089, 2.569], [19.095, -18.733, 1.668], [16.838, -18.331, 1.473], [17.191, -21.239, 1.101], [17.823, -20.011, 0.006], [15.292, -19.156, -0.078], [14.942, -20.566, 0.803], [14.241, -21.685, -2.553], [14.235, -19.904, -2.180], [13.449, -20.985, -1.156], [-1.135, -13.333, 3.445], [0.248, -13.766, 3.588], [0.557, -14.697, 2.566], [2.087, -14.864, 2.548], [2.571, -15.385, 1.273], [3.957, -15.668, 1.353], [4.608, -15.807, 0.035], [5.952, -15.812, 0.188], [6.771, -16.081, -0.956], [-1.836, -14.163, 3.542], [-1.281, -12.735, 2.546], [-1.244, -12.693, 4.321], [0.340, -14.249, 1.596], [0.135, -15.683, 2.761], [2.441, -15.449, 3.397], [2.609, -13.910, 2.614], [2.282, -14.738, 0.553], [3.891, -16.650, 1.822], [4.566, -15.022, 1.986], [4.417, -14.989, -0.660], [4.349, -16.717, -0.506], [6.582, -16.944, -1.594], [7.770, -16.217, -0.541], [6.794, -15.192, -1.587], [14.931, -8.844, -6.204], [14.147, -10.035, -6.418], [13.081, -9.965, -7.442], [12.098, -11.170, -7.565], [12.838, -12.331, -8.015], [12.030, -13.372, -8.725], [11.799, -12.869, -10.185], [11.248, -13.811, -11.100], [10.020, -14.427, -10.709], [15.914, -8.983, -5.754], [14.368, -8.442, -5.362], [15.032, -8.308, -7.148], [13.518, -9.836, -8.433], [12.458, -9.123, -7.141], [11.325, -10.981, -8.310], [11.605, -11.396, -6.619], [13.285, -12.726, -7.200], [11.111, -13.591, -8.181], [12.638, -14.251, -8.937], [12.726, -12.468, -10.595], [11.215, -11.953, -10.272], [10.333, -15.355, -10.231], [9.501, -14.635, -11.645], [9.328, -13.881, -10.069]], "mulliken_charge": [-1.09, -0.13, -0.51, 0.29, 0.35, 0.28, 0.22, 0.33, 0.26, -0.88, -0.33, -0.52, 0.28, 0.24, 0.31, 0.32, 0.25, 0.33, -0.98, -0.16, -0.52, 0.24, 0.31, 0.30, 0.30, 0.21, 0.29, -0.92, -0.27, -0.52, 0.27, 0.32, 0.30, 0.28, 0.24, 0.29, -0.88, -0.24, -0.56, -0.72, -0.38, -0.56, -0.49, -0.31, -0.74, 0.33, 0.34, 0.25, 0.35, 0.36, 0.51, 0.35, 0.25, 0.28, 0.35, 0.34, 0.30, 0.25, 0.30, 0.31, -0.72, -0.30, -0.33, -0.73, -0.32, -0.49, -0.42, -0.30, -0.76, 0.29, 0.29, 0.26, 0.30, 0.28, 0.33, 0.38, 0.26, 0.19, 0.34, 0.28, 0.32, 0.31, 0.25, 0.31, -0.67, -0.35, -0.56, -0.65, -0.27, -0.51, -0.57, -0.38, -0.76, 0.24, 0.26, 0.29, 0.30, 0.38, 0.41, 0.36, 0.22, 0.32, 0.35, 0.36, 0.36, 0.29, 0.26, 0.32], "smiles": "COCCNCCOC.COCCNCCOC.COCCNCCOC.CCO.CCO.CCO.CCO", "multiplicity": 1, "total_energy_ev": -53016.997, "lumo_energy_ev": 0.466, "orbital_gap_ev": 9.14}

{"formula": "C8H10ClO3", "method": "ωB97M-V with the def2-TZVPD basis set", "symbols": ["C", "C", "C", "C", "C", "C", "C", "C", "O", "O", "O", "Cl", "H", "H", "H", "H", "H", "H", "H", "H", "H", "H"], "xyz": [[-0.646, -1.517, 0.134], [1.029, 0.031, 0.148], [-1.413, -0.427, 0.077], [2.512, 0.587, 0.043], [-0.319, 0.717, -0.031], [-1.051, -2.958, 0.092], [-0.366, 1.829, 1.063], [-0.415, 1.430, -1.383], [2.765, 1.711, -0.393], [0.682, -1.358, 0.167], [1.898, 0.334, 1.338], [3.866, -0.686, -0.361], [-2.513, -0.435, 0.124], [-0.536, -3.527, -0.698], [-2.085, -3.134, -0.105], [-0.946, -3.409, 1.024], [0.458, 2.453, 0.830], [-0.296, 1.309, 1.939], [-1.364, 2.333, 1.001], [-0.425, 0.759, -2.273], [0.457, 1.985, -1.450], [-1.292, 1.971, -1.285]], "mulliken_charge": [0.88, -0.20, -1.30, 0.63, 2.34, -1.49, -1.83, -1.82, -0.72, -0.48, -0.55, -0.39, 0.27, 0.31, 0.41, 0.32, 0.43, 0.47, 0.43, 0.31, 0.44, 0.54], "smiles": "CC1=CC(C)(C)[C@]2(O1)O[C@@]2([O-])Cl", "multiplicity": 1, "total_energy_ev": -27122.312, "lumo_energy_ev": 3.391, "orbital_gap_ev": 7.37, "charge": -1}